Record 1
C28H23ClN6O6S3Zr | the ωB97M-V functional and the def2-TZVPD basis

ORCA input file:
```
! RIJCOSX wB97M-V def2-TZVPD def2/J DEFGRID3
* xyz -2 1
Zr -0.94 0.19 0.57
C -0.11 -5.11 -1.40
C 1.16 -4.86 -0.59
N 0.91 -4.20 0.67
C 0.88 -2.82 0.79
S 0.91 -2.42 2.52
N 0.86 -2.16 -0.31
N 0.77 -0.77 -0.35
C 1.33 -0.21 -1.47
C 2.21 -1.01 -2.38
C 0.96 1.09 -1.76
C 1.73 1.97 -2.59
C 1.31 3.24 -2.82
C 0.10 3.70 -2.20
C -0.57 2.85 -1.37
N -0.18 1.59 -1.11
H 0.13 -5.64 -2.33
H -0.82 -5.71 -0.83
H -0.59 -4.17 -1.65
H 1.67 -5.81 -0.37
H 1.85 -4.25 -1.17
H 0.93 -4.73 1.52
H 3.11 -1.38 -1.88
H 1.65 -1.89 -2.71
H 2.50 -0.43 -3.25
H 2.67 1.62 -2.99
H 1.91 3.91 -3.43
H -0.27 4.71 -2.36
H -1.47 3.17 -0.86
O -2.19 5.47 3.20
C -0.87 5.46 3.10
O -0.20 6.40 3.47
C -0.26 4.26 2.46
C 1.08 4.07 2.22
Cl 2.42 5.03 2.64
N 1.26 2.85 1.64
N 0.07 2.20 1.55
C -0.85 3.06 1.99
C -2.25 2.69 1.78
O -3.19 3.37 2.22
O -2.39 1.63 1.08
C 2.45 2.38 1.01
C 3.13 3.23 0.14
C 4.28 2.79 -0.48
C 4.74 1.50 -0.27
C 4.05 0.65 0.58
C 2.90 1.09 1.23
H -2.63 4.67 2.75
H 2.73 4.21 -0.08
H 4.79 3.45 -1.17
H 5.63 1.15 -0.78
H 4.38 -0.37 0.73
H 2.35 0.43 1.89
O -2.01 -2.34 -2.29
C -2.43 -1.84 -1.26
O -2.13 -0.64 -0.87
C -3.43 -2.57 -0.40
C -4.28 -3.45 -1.07
C -5.28 -4.14 -0.41
C -5.42 -3.95 0.96
C -4.57 -3.10 1.63
C -3.55 -2.38 0.98
S -2.46 -1.45 2.00
H -4.13 -3.57 -2.14
H -5.94 -4.81 -0.95
H -6.19 -4.48 1.51
H -4.67 -2.97 2.71
S 0.45 -0.44 2.80
*
```

The value obtained for the HOMO energy is 0.0093 Eh. The calculation puts the electronic energy at -96950.8824 eV.

The molecule's Mulliken atomic charges, reported in e, are given here: atom 1 (Zr): 0.00, atom 2 (C): -0.82, atom 3 (C): -0.44, atom 4 (N): -0.19, atom 5 (C): 0.30, atom 6 (S): -0.29, atom 7 (N): -0.60, atom 8 (N): 1.73, atom 9 (C): 0.46, atom 10 (C): -1.88, atom 11 (C): 0.68, atom 12 (C): -1.43, atom 13 (C): -0.43, atom 14 (C): -1.11, atom 15 (C): -0.29, atom 16 (N): 0.55, atom 17 (H): 0.35, atom 18 (H): 0.31, atom 19 (H): 0.01, atom 20 (H): 0.44, atom 21 (H): 0.19, atom 22 (H): 0.15, atom 23 (H): 0.27, atom 24 (H): 0.27, atom 25 (H): 0.49, atom 26 (H): 0.23, atom 27 (H): 0.34, atom 28 (H): 0.37, atom 29 (H): 0.50, atom 30 (O): -0.59, atom 31 (C): 0.38, atom 32 (O): -0.64, atom 33 (C): 0.08, atom 34 (C): 0.08, atom 35 (Cl): -0.17, atom 36 (N): -0.32, atom 37 (N): 1.18, atom 38 (C): -0.27, atom 39 (C): 0.82, atom 40 (O): -0.88, atom 41 (O): -0.55, atom 42 (C): 0.18, atom 43 (C): 0.02, atom 44 (C): -0.98, atom 45 (C): -0.56, atom 46 (C): -0.70, atom 47 (C): 0.07, atom 48 (H): 0.42, atom 49 (H): 0.44, atom 50 (H): 0.33, atom 51 (H): 0.37, atom 52 (H): 0.43, atom 53 (H): 0.18, atom 54 (O): -0.73, atom 55 (C): 0.42, atom 56 (O): -0.48, atom 57 (C): 0.39, atom 58 (C): -0.68, atom 59 (C): -0.55, atom 60 (C): -0.51, atom 61 (C): -0.80, atom 62 (C): 0.81, atom 63 (S): -0.39, atom 64 (H): 0.39, atom 65 (H): 0.35, atom 66 (H): 0.33, atom 67 (H): 0.39, atom 68 (S): -0.40

=====

Record 2
C31H29As2BeN2O6Se | the ωB97M-V functional and the def2-TZVPD basis

ORCA input file:
```
! RIJCOSX wB97M-V def2-TZVPD def2/J DEFGRID3
* xyz -1 1
Be -0.42 0.55 -2.14
C 1.57 -0.36 1.96
C 2.38 0.04 0.73
As 1.64 -0.28 -1.10
C 3.17 0.47 -2.04
C 4.50 0.15 -1.74
C 5.54 0.77 -2.41
C 5.28 1.72 -3.38
C 3.97 2.05 -3.69
C 2.92 1.43 -3.02
C 1.97 -2.20 -1.20
C 1.13 -3.03 -0.45
C 1.30 -4.41 -0.47
C 2.30 -4.98 -1.26
C 3.11 -4.16 -2.03
C 2.94 -2.78 -2.01
As -0.40 -0.39 1.69
C -0.78 1.50 1.98
C -1.69 1.92 2.95
C -1.96 3.27 3.11
C -1.35 4.22 2.30
C -0.48 3.80 1.30
C -0.20 2.45 1.14
C -0.79 -1.10 3.47
C -0.36 -0.52 4.66
C -0.62 -1.12 5.88
C -1.33 -2.32 5.93
C -1.77 -2.91 4.76
C -1.50 -2.30 3.53
H 1.84 0.28 2.81
H 1.81 -1.38 2.24
H 3.35 -0.46 0.75
H 2.58 1.11 0.72
H 4.71 -0.60 -0.99
H 6.57 0.50 -2.17
H 6.10 2.21 -3.90
H 3.76 2.80 -4.44
H 1.89 1.71 -3.24
H 0.34 -2.59 0.14
H 0.65 -5.04 0.12
H 2.43 -6.05 -1.27
H 3.88 -4.60 -2.66
H 3.56 -2.16 -2.64
H -2.21 1.19 3.55
H -2.67 3.59 3.87
H -1.57 5.27 2.42
H -0.05 4.52 0.61
H 0.42 2.14 0.31
H 0.19 0.42 4.62
H -0.28 -0.65 6.80
H -1.54 -2.78 6.89
H -2.32 -3.84 4.79
H -1.86 -2.75 2.61
O -2.43 2.77 -0.92
Se -1.57 3.04 -2.27
O -1.03 4.56 -2.40
O -0.14 2.04 -2.13
O -2.32 2.48 -3.59
C -5.48 0.64 -1.01
N -4.30 0.13 -1.70
C -4.31 -0.15 -3.02
C -3.21 -0.51 -3.71
C -1.98 -0.39 -3.00
O -0.79 -0.40 -3.49
N -1.96 -0.18 -1.66
C -3.11 0.02 -0.94
O -3.18 0.05 0.28
H -6.36 0.39 -1.60
H -5.39 1.72 -0.89
H -5.54 0.18 -0.03
H -5.28 -0.06 -3.51
H -3.22 -0.67 -4.78
*
```

The value obtained for the HOMO energy is -0.2025 Eh. The calculation puts the electronic energy at -235310.9336 eV.

The molecule's Mulliken atomic charges, reported in e, are given here: atom 1 (Be): 0.56, atom 2 (C): -1.22, atom 3 (C): -1.16, atom 4 (As): 1.32, atom 5 (C): 0.31, atom 6 (C): -0.18, atom 7 (C): -0.81, atom 8 (C): -0.41, atom 9 (C): -0.75, atom 10 (C): -0.62, atom 11 (C): 0.32, atom 12 (C): -0.27, atom 13 (C): -0.84, atom 14 (C): -0.46, atom 15 (C): -0.66, atom 16 (C): -0.47, atom 17 (As): 1.22, atom 18 (C): 0.47, atom 19 (C): -0.59, atom 20 (C): -0.74, atom 21 (C): -0.54, atom 22 (C): -0.80, atom 23 (C): -0.06, atom 24 (C): -0.17, atom 25 (C): 0.05, atom 26 (C): -0.74, atom 27 (C): -0.40, atom 28 (C): -0.56, atom 29 (C): -0.54, atom 30 (H): 0.62, atom 31 (H): 0.52, atom 32 (H): 0.57, atom 33 (H): 0.57, atom 34 (H): 0.32, atom 35 (H): 0.38, atom 36 (H): 0.36, atom 37 (H): 0.42, atom 38 (H): 0.33, atom 39 (H): 0.35, atom 40 (H): 0.43, atom 41 (H): 0.36, atom 42 (H): 0.38, atom 43 (H): 0.44, atom 44 (H): 0.45, atom 45 (H): 0.37, atom 46 (H): 0.35, atom 47 (H): 0.35, atom 48 (H): 0.13, atom 49 (H): 0.28, atom 50 (H): 0.37, atom 51 (H): 0.36, atom 52 (H): 0.38, atom 53 (H): 0.36, atom 54 (O): -0.58, atom 55 (Se): 1.03, atom 56 (O): -0.78, atom 57 (O): -0.15, atom 58 (O): -0.69, atom 59 (C): -1.02, atom 60 (N): 0.29, atom 61 (C): 0.17, atom 62 (C): -1.22, atom 63 (C): 0.85, atom 64 (O): -0.76, atom 65 (N): 0.18, atom 66 (C): 0.01, atom 67 (O): -0.72, atom 68 (H): 0.35, atom 69 (H): 0.29, atom 70 (H): 0.29, atom 71 (H): 0.29, atom 72 (H): 0.44

=====

Record 3
C5H9ClN2 | the ωB97M-V functional and the def2-TZVPD basis

ORCA input file:
```
! RIJCOSX wB97M-V def2-TZVPD def2/J DEFGRID3
* xyz 0 1
H -0.61 -1.38 2.52
N -0.77 -1.48 1.54
C -0.26 -0.55 0.82
C 0.57 0.59 1.36
C 1.30 1.09 0.11
Cl 2.86 0.27 -0.06
C 0.36 0.71 -1.06
N -0.34 -0.41 -0.53
C -1.41 -1.06 -1.25
H 1.21 0.28 2.18
H -0.09 1.39 1.77
H 1.53 2.12 0.16
H 0.88 0.48 -1.97
H -0.33 1.56 -1.34
H -1.61 -1.98 -0.71
H -2.23 -0.36 -1.29
H -1.05 -1.29 -2.24
*
```

The value obtained for the HOMO energy is -0.3173 Eh. The calculation puts the electronic energy at -20833.6061 eV. As for the SMILES: [H]/N=C1\C[C@@H](Cl)CN1C.

The molecule's Mulliken atomic charges, reported in e, are given here: atom 1 (H): 0.20, atom 2 (N): -0.84, atom 3 (C): 0.68, atom 4 (C): -0.87, atom 5 (C): 0.08, atom 6 (Cl): -0.22, atom 7 (C): -0.78, atom 8 (N): 0.07, atom 9 (C): -1.08, atom 10 (H): 0.40, atom 11 (H): 0.28, atom 12 (H): 0.37, atom 13 (H): 0.37, atom 14 (H): 0.30, atom 15 (H): 0.38, atom 16 (H): 0.33, atom 17 (H): 0.32

=====

Record 4
C22H49N2OP3PmS | the ωB97M-V functional and the def2-TZVPD basis

ORCA input file:
```
! RIJCOSX wB97M-V def2-TZVPD def2/J DEFGRID3
* xyz 3 5
Pm 1.01 -1.19 -0.05
P -0.41 1.65 0.71
P -2.43 -1.08 -0.78
P 2.84 0.91 -0.78
H 1.73 -2.95 -3.49
C 1.84 -2.12 -2.76
C 2.22 -2.62 -1.37
H 1.69 -3.58 -1.22
C -0.82 3.07 -0.38
C -1.94 1.70 1.73
C 0.72 2.52 1.87
C -2.90 -2.66 -1.64
C -3.88 -0.90 0.34
C -3.01 0.15 -2.06
C 4.24 0.34 -1.83
C 3.89 1.56 0.60
C 2.47 2.47 -1.66
H 2.48 -1.32 -3.16
H 3.30 -2.73 -1.24
H -1.22 3.90 0.21
H -1.59 2.78 -1.11
H 0.06 3.42 -0.92
H -1.89 2.55 2.42
H -2.03 0.79 2.32
H -2.84 1.82 1.11
H 0.14 3.19 2.51
H 1.46 3.11 1.33
H 1.22 1.79 2.50
H -3.85 -3.03 -1.24
H -2.12 -3.39 -1.44
H -2.99 -2.52 -2.73
H -4.79 -0.66 -0.23
H -3.70 -0.08 1.06
H -4.03 -1.83 0.92
H -3.95 -0.20 -2.51
H -2.26 0.27 -2.85
H -3.18 1.11 -1.55
H 4.95 1.18 -1.92
H 3.90 0.05 -2.84
H 4.74 -0.53 -1.37
H 4.50 2.40 0.22
H 4.55 0.76 0.96
H 3.27 1.91 1.44
H 3.34 2.79 -2.24
H 2.19 3.28 -0.98
H 1.64 2.31 -2.36
C -0.43 -0.98 -4.43
C -0.16 0.46 -4.73
C -1.12 0.99 -5.78
C -1.98 0.17 -6.47
C -1.96 -1.23 -6.30
C -1.13 -1.79 -5.32
S 0.01 -1.51 -2.87
H -0.41 0.98 -3.80
H 0.94 0.66 -4.89
H -1.09 2.08 -5.94
H -2.71 0.57 -7.19
H -2.63 -1.85 -6.87
H -1.14 -2.86 -5.18
C 2.83 -1.27 2.91
N 1.59 -1.28 3.70
C 1.77 -1.35 5.15
C 0.46 -1.71 3.11
O 0.52 -2.09 1.87
N -0.73 -1.76 3.73
C -1.12 -0.88 4.83
C -1.83 -2.50 3.09
H 2.95 -2.18 2.31
H 3.68 -1.20 3.61
H 2.87 -0.39 2.24
H 1.57 -0.37 5.62
H 1.10 -2.10 5.59
H 2.81 -1.64 5.34
H -2.11 -0.46 4.60
H -1.20 -1.45 5.76
H -0.42 -0.05 4.97
H -2.49 -1.83 2.52
H -1.44 -3.25 2.39
H -2.40 -3.00 3.88
*
```

The value obtained for the HOMO energy (spin up / spin down) is -0.6028 / -0.6027 Eh. The calculation puts the electronic energy at -83867.0222 eV.

The molecule's Mulliken atomic charges, reported in e, are given here: atom 1 (Pm): 0.81, atom 2 (P): 0.93, atom 3 (P): 0.95, atom 4 (P): 1.17, atom 5 (H): 0.59, atom 6 (C): -0.38, atom 7 (C): -1.28, atom 8 (H): 0.46, atom 9 (C): -1.38, atom 10 (C): -1.24, atom 11 (C): -1.24, atom 12 (C): -1.16, atom 13 (C): -1.67, atom 14 (C): -1.12, atom 15 (C): -1.42, atom 16 (C): -1.53, atom 17 (C): -1.25, atom 18 (H): 0.08, atom 19 (H): 0.42, atom 20 (H): 0.44, atom 21 (H): 0.26, atom 22 (H): 0.33, atom 23 (H): 0.59, atom 24 (H): -0.01, atom 25 (H): 0.46, atom 26 (H): 0.56, atom 27 (H): 0.34, atom 28 (H): 0.25, atom 29 (H): 0.50, atom 30 (H): 0.33, atom 31 (H): 0.30, atom 32 (H): 0.50, atom 33 (H): 0.30, atom 34 (H): 0.46, atom 35 (H): 0.52, atom 36 (H): -0.09, atom 37 (H): 0.42, atom 38 (H): 0.52, atom 39 (H): 0.38, atom 40 (H): 0.37, atom 41 (H): 0.45, atom 42 (H): 0.48, atom 43 (H): 0.32, atom 44 (H): 0.53, atom 45 (H): 0.42, atom 46 (H): 0.11, atom 47 (C): 0.19, atom 48 (C): -0.06, atom 49 (C): -0.30, atom 50 (C): -0.62, atom 51 (C): -0.30, atom 52 (C): -0.62, atom 53 (S): 0.29, atom 54 (H): -0.01, atom 55 (H): 0.44, atom 56 (H): 0.47, atom 57 (H): 0.45, atom 58 (H): 0.46, atom 59 (H): 0.54, atom 60 (C): -0.90, atom 61 (N): 0.29, atom 62 (C): -1.09, atom 63 (C): 0.65, atom 64 (O): -0.69, atom 65 (N): 0.17, atom 66 (C): -1.15, atom 67 (C): -0.97, atom 68 (H): 0.37, atom 69 (H): 0.48, atom 70 (H): -0.01, atom 71 (H): 0.34, atom 72 (H): 0.35, atom 73 (H): 0.43, atom 74 (H): 0.43, atom 75 (H): 0.34, atom 76 (H): 0.35, atom 77 (H): 0.11, atom 78 (H): 0.37, atom 79 (H): 0.40